(1)
Below is the molecule C3H5NO2 in a non-equilibrium geometry, with properties calculated with wB97M-V/def2-TZVPD.

ORCA input file:
```
! wB97M-V def2-TZVPD RIJCOSX def2/J DEFGRID3
* xyz 0 1
O 0.37 -1.05 2.44
C 0.27 -0.38 1.41
N 0.97 -0.53 0.20
C 0.24 -0.04 -0.93
C -0.78 0.78 -0.25
O -0.48 0.76 1.17
H 1.29 -1.63 0.18
H 0.85 0.65 -1.48
H -0.31 -0.81 -1.54
H -1.74 0.42 -0.60
H -0.68 1.82 -0.61
*
```

Values from the calculation:
DFT total energy ... -8776.3684 eV
SMILES string ... O=C1NCCO1
F_max ... 0.128 hartree/bohr

---

(2)
Below is a cluster of 3 separate species, C3H5NO2 in total in a non-equilibrium geometry, with properties calculated with wB97M-V/def2-TZVPD.

ORCA input file:
```
! wB97M-V def2-TZVPD RIJCOSX def2/J DEFGRID3
* xyz 0 1
C 2.13 0.23 -0.81
N 2.10 0.81 0.19
H 2.15 -0.30 -1.73
C -0.60 -1.41 -0.06
O -0.03 -1.28 -1.12
H -0.06 -1.44 0.90
H -1.70 -1.46 0.00
C -0.99 1.22 0.66
O -1.85 0.94 1.46
H 0.09 1.13 0.88
H -1.23 1.56 -0.37
*
```

Values from the calculation:
DFT total energy ... -8774.4471 eV
SMILES string ... C#N.C=O.C=O
F_max ... 0.023 hartree/bohr

---

Record order is preserved below.
Gap between HOMO and LUMO: 10.791, 10.339 eV
Record order is preserved below.
Molecular weight: 87.1, 87.1 g mol⁻¹
Record order is preserved below.
Relative energy (zero: lowest compared OMol25 entry of this formula, charge and spin): 128.0, 313.3 kJ/mol